(1)
This record from the Open Molecules 2025 dataset describes a molecular structure, C11H20N2O2PPdS3. The level of theory is ωB97M-V with the def2-TZVPD basis set.

Its spin multiplicity is 2. The energy relative to the best compared isomer or geometry (same formula, charge and spin) comes out at 0.00 kJ/mol. The total charge is +2. The value obtained for the gap between HOMO and LUMO (alpha / beta) is 0.2987 / 0.2684 hartree.

```
40
Properties=species:S:1:pos:R:3:forces:R:3
Pd 1.0126 1.2818 0.8066 0.6 0.5 0.0
C 2.6267 3.6700 0.9390 0.0 0.0 0.0
C 3.3674 2.8163 0.1157 0.0 0.0 0.0
C 3.6770 1.5348 0.5473 0.0 0.0 0.0
C 3.2422 1.1019 1.8107 0.0 -0.1 0.1
C 2.5352 1.9750 2.6528 0.0 -0.1 0.1
C 2.2155 3.2574 2.2079 -0.1 0.0 0.0
H 2.3837 4.6672 0.5966 0.0 0.0 0.0
H 3.6996 3.1584 -0.8550 0.0 0.0 0.0
H 4.2591 0.8720 -0.0786 0.0 0.0 0.0
H 3.5208 0.1206 2.1716 0.0 0.0 0.0
H 2.2547 1.6508 3.6459 0.0 0.0 0.0
H 1.6639 3.9325 2.8477 0.0 0.0 0.0
C -3.7994 -0.8415 1.1952 0.0 0.0 0.0
C -2.8662 -0.0344 2.0537 0.0 0.0 0.0
O -2.0998 0.9992 1.3110 -0.1 0.2 0.0
P -1.3016 1.0113 0.0042 0.0 -0.5 0.0
S -0.4649 2.6480 -0.5917 -0.2 -0.1 0.0
S 0.0989 -0.9299 0.6590 0.1 0.2 0.0
O -2.0543 0.1935 -1.0720 -0.1 0.0 -0.1
C -1.9252 0.3730 -2.5398 -0.1 0.1 0.1
C -2.7424 -0.7090 -3.1865 0.0 0.0 0.0
H -4.3908 -1.4690 1.8634 0.0 0.0 0.0
H -3.2702 -1.4906 0.5004 0.0 0.0 0.0
H -4.4858 -0.2012 0.6434 0.0 0.0 0.0
H -2.1204 -0.6399 2.5669 0.0 0.0 0.0
H -3.3982 0.5632 2.7875 0.0 0.0 0.0
H -0.8669 0.3111 -2.7829 0.0 0.0 0.0
H -2.2928 1.3710 -2.7675 0.0 0.0 0.0
H -2.3339 -1.6973 -2.9776 0.0 0.0 0.0
H -2.7398 -0.5526 -4.2655 0.0 0.0 0.0
H -3.7753 -0.6709 -2.8447 0.0 0.0 0.0
N 1.1699 -3.7761 0.1625 -0.1 0.0 0.0
C 1.2288 -3.1575 -0.9963 0.0 0.1 0.1
N 1.4775 -3.7997 -2.1204 0.1 0.0 0.0
S 1.0777 -1.4145 -1.1171 -0.1 -0.1 -0.1
H 1.2205 -4.7824 0.2361 0.0 0.0 0.0
H 0.9855 -3.2547 1.0072 0.0 0.0 0.0
H 1.7410 -4.7751 -2.1333 0.0 0.0 0.0
H 1.4697 -3.3124 -3.0034 0.0 0.0 0.0
```
Forces are in eV/Å.

Here are the Mulliken charges for atoms 1 to 5, given in e: 0.115 -0.532 -0.237 -0.091 -0.807

(2)
This record from the Open Molecules 2025 dataset describes 2 unconnected molecules or ions with the total composition C24H22ClN2O at a distorted geometry. The level of theory is ωB97M-V with the def2-TZVPD basis set.

The total charge is +1. The value obtained for the gap between HOMO and LUMO is 0.2202 hartree.

```
50
Properties=species:S:1:pos:R:3:forces:R:3
C 2.2225 1.2312 -5.0833 0.2 -0.1 -0.2
C 0.9428 1.6131 -4.3929 -1.1 -0.2 -0.6
N 1.1762 2.2278 -3.1553 -0.2 0.2 0.0
C 0.1767 2.6813 -2.2844 0.4 0.9 1.0
C -0.9945 1.8025 -2.0496 -0.7 -0.4 0.4
C -2.1535 2.3357 -1.4561 0.0 -0.3 -0.1
C -3.2152 1.5231 -1.0486 0.4 -0.3 -0.2
C -3.1400 0.1368 -1.2556 0.9 0.6 -0.4
Cl -4.4150 -0.8852 -0.7376 -0.2 -0.1 0.1
C -2.0155 -0.4209 -1.8835 -0.1 0.6 0.2
C -0.9517 0.4096 -2.2508 -0.3 0.0 0.0
C 0.4174 3.7920 -1.5173 -0.3 -0.9 -0.7
O -0.1689 1.4093 -4.8540 1.4 0.3 0.7
H 3.0486 1.1088 -4.3741 -0.1 0.0 -0.2
H 2.0625 0.2889 -5.6133 0.0 0.2 0.0
H 2.4831 2.0103 -5.8110 0.0 -0.2 0.1
H 2.0483 2.7471 -3.1314 -0.2 -0.2 0.1
H -2.2229 3.4129 -1.3383 -0.1 -0.2 0.0
H -4.0995 1.9416 -0.5751 0.2 0.0 -0.1
H -1.9794 -1.4909 -2.0793 0.0 0.3 0.1
H -0.0956 -0.0640 -2.7213 -0.1 0.2 0.1
H -0.3395 4.1697 -0.8342 0.3 -0.1 -0.1
H 1.3486 4.3483 -1.6350 -0.4 0.1 -0.2
C 2.6681 2.3852 -0.0034 -0.1 -0.6 -1.0
C 1.7136 2.9493 0.9544 1.3 0.7 2.2
N 2.1093 3.8572 1.8434 -0.9 -1.3 -2.2
C 1.4087 4.1825 3.0292 -0.1 0.9 1.2
C 0.3821 3.4822 3.6309 0.0 0.2 0.2
C -0.1200 4.0049 4.8389 0.3 0.1 -0.3
C 0.4132 5.1814 5.3964 0.0 -0.2 -0.3
C 1.4975 5.8364 4.7964 0.0 -0.2 -0.4
C 2.0108 5.3223 3.6078 -1.2 -0.7 0.5
C 3.1128 5.7116 2.7651 0.7 0.1 -0.9
C 3.1854 4.7870 1.6912 0.8 0.8 0.8
C 4.1912 4.8705 0.7430 0.2 0.1 -0.1
C 5.0967 5.9439 0.8287 -0.4 0.0 0.3
C 4.9919 6.8935 1.8558 -0.1 -0.2 -0.1
C 4.0124 6.7719 2.8500 -0.3 -0.4 -0.2
H 2.2278 1.4459 -0.3549 0.3 0.2 -0.1
H 2.8026 3.0283 -0.8790 0.0 -0.2 0.2
H 3.6706 2.2132 0.4098 -0.4 0.0 0.2
H 0.7817 2.4258 1.1723 0.1 0.4 -0.1
H 0.0163 2.5628 3.1726 -0.2 0.2 0.4
H -0.9345 3.4913 5.3444 0.2 0.1 -0.1
H -0.0287 5.5921 6.3056 0.2 -0.2 -0.2
H 1.9496 6.7393 5.2031 -0.3 -0.2 0.2
H 4.2937 4.1161 -0.0266 0.2 0.4 0.1
H 5.8865 6.0305 0.0832 -0.2 0.0 0.2
H 5.6799 7.7375 1.8768 -0.1 -0.3 0.0
H 3.9060 7.4742 3.6768 0.2 -0.1 -0.3
```
Forces are in eV/Å.

Here are the Mulliken charges for atoms 1 to 5, given in e: -1.258 0.558 0.118 0.323 0.890

(3)
This record from the Open Molecules 2025 dataset describes 2 unconnected molecules or ions with the total composition C10H19N2 at a distorted geometry. The level of theory is ωB97M-V with the def2-TZVPD basis set.

The energy relative to the best compared isomer or geometry (same formula, charge and spin) comes out at 633.74 kJ/mol. The total charge is +1. The value obtained for the gap between HOMO and LUMO (alpha / beta) is 0.2799 / 0.2798 hartree.

```
31
Properties=species:S:1:pos:R:3:forces:R:3
C 3.5289 0.3270 -1.1930 -0.6 -0.8 2.0
C 0.2927 -1.2860 -0.3521 -2.7 0.8 -0.5
C -1.6355 -0.2409 0.4541 0.4 0.5 -3.1
C -1.3103 -1.4219 -0.3971 4.6 0.3 3.1
C 0.8665 0.0826 -0.4837 3.0 -0.1 -1.4
C -1.2499 1.1470 -0.0976 -1.2 -0.1 -0.3
C -1.7247 -2.7177 0.2908 -1.3 -1.4 -2.6
C -1.6234 2.0300 1.0823 2.5 0.5 1.3
C -1.8870 1.6598 -1.4014 -3.0 -0.1 3.4
C 4.2867 -0.1665 1.0630 1.9 -1.9 0.6
N 0.1788 1.1638 -0.4785 -1.2 -2.1 2.0
N 4.2421 0.0574 -0.3093 -1.6 0.4 -0.8
H 3.5954 0.5795 -2.1794 -0.5 0.6 -2.5
H 0.4868 -1.7949 0.5304 1.0 -0.2 2.4
H 0.6680 -2.0153 -0.9965 1.3 -0.6 -1.9
H -2.6266 -0.3457 0.6747 -3.0 0.7 0.8
H -1.1089 -0.2747 1.3342 1.2 -0.6 2.3
H -1.5518 -1.2387 -1.3667 -1.4 -0.2 -2.8
H -2.6680 -3.0030 -0.2958 0.9 0.0 1.5
H -1.9019 -2.5665 1.3331 -0.5 0.2 0.6
H -1.0730 -3.6391 0.2375 -0.2 1.3 -0.4
H -1.1232 1.7823 2.0891 -0.4 0.1 -1.7
H -2.6579 2.0479 1.3084 -1.1 -0.2 -0.3
H -1.3073 3.0152 0.8323 0.0 1.2 0.1
H -1.9793 0.8779 -2.0598 -0.8 -2.2 -1.5
H -1.3401 2.3091 -1.9819 1.5 2.2 -0.6
H -2.8843 2.0914 -1.0972 0.9 -0.4 -1.0
H 4.8413 0.6911 1.3787 1.5 -0.1 0.9
H 4.7581 -1.2365 1.1350 -0.7 2.3 0.8
H 3.4015 0.0094 1.6473 -1.3 -0.7 -0.5
H 0.5060 2.0760 -0.7012 0.9 0.6 -0.1
```
Forces are in eV/Å.

Here are the Mulliken charges for atoms 1 to 5, given in e: 0.147 -1.180 -2.176 0.217 -0.235

(4)
This record from the Open Molecules 2025 dataset describes C6H12O in the gas phase. The level of theory is ωB97M-V with the def2-TZVPD basis set.

The energy relative to the best compared isomer or geometry (same formula, charge and spin) comes out at 113.66 kJ/mol. As for the SMILES: CC[C@H]1C[C@]1(C)O. The total charge is 0. The value obtained for the gap between HOMO and LUMO is 0.3768 hartree.

```
19
Properties=species:S:1:pos:R:3:forces:R:3
C -0.2612 2.4253 -0.1425 0.0 0.0 0.1
C -0.5822 1.0941 -0.8167 0.1 0.0 0.0
C -0.8577 -0.1257 0.0546 -0.1 0.1 0.0
C -0.7534 -1.4367 -0.6949 0.0 -0.2 -0.1
C 0.1400 -1.1947 0.4712 0.1 0.2 -0.3
C 1.6323 -0.9911 0.4095 0.0 0.0 0.0
O -0.2691 -2.0244 1.5349 0.1 0.1 0.3
H -0.2210 3.2216 -0.8966 0.0 -0.1 0.2
H 0.7074 2.4021 0.3678 -0.1 0.0 0.0
H -1.0276 2.7069 0.5878 0.1 -0.1 -0.1
H 0.2190 0.8526 -1.5287 -0.1 0.0 0.1
H -1.4804 1.2276 -1.4377 0.1 0.0 0.1
H -1.6711 -0.0229 0.7708 0.0 0.0 -0.2
H -0.3315 -1.3671 -1.6949 -0.1 0.0 0.1
H -1.5123 -2.2014 -0.5636 0.1 0.1 0.0
H 2.1598 -1.9032 0.1117 -0.1 0.1 0.0
H 1.9947 -0.7037 1.4070 0.0 0.0 -0.2
H 1.9013 -0.1804 -0.2732 0.0 -0.1 0.0
H 0.2130 -1.7789 2.3334 -0.1 0.1 -0.1
```
Forces are in eV/Å.

Here are the Mulliken charges for atoms 1 to 5, given in e: -1.225 -0.602 -0.136 -1.056 1.089

(5)
This record from the Open Molecules 2025 dataset describes a molecular structure, C21H28ClN3O3Pr at a distorted geometry. The level of theory is ωB97M-V with the def2-TZVPD basis set.

Its spin multiplicity is 3. The total charge is -1. The value obtained for the gap between HOMO and LUMO (alpha / beta) is 0.1205 / 0.0885 hartree.

```
57
Properties=species:S:1:pos:R:3:forces:R:3
Pr 0.6822 -0.7566 0.5328 -1.3 -0.4 1.0
Cl 1.7686 -2.9498 1.5324 -1.3 -4.5 0.4
N -0.1529 -1.5350 -1.7847 1.4 -1.1 -2.5
N 0.2192 1.1721 2.1709 1.1 1.8 0.8
C 0.9130 -1.9155 -2.4901 -2.4 1.6 2.2
C 1.1841 2.0639 2.3348 -1.8 -2.1 -1.4
C -1.3622 -2.0450 -2.5189 0.9 0.3 0.8
C -0.7457 -3.0702 -3.4794 0.5 -0.2 0.1
C -1.9864 -0.8729 -3.2557 0.0 0.1 -0.2
C -2.3327 -2.6463 -1.5199 -0.1 -0.3 -0.2
H -1.2699 -0.4302 -3.9622 -0.2 0.0 0.2
H -2.3066 -0.1075 -2.5426 0.1 -0.1 -0.1
H -2.8545 -1.2305 -3.8183 0.0 0.1 0.0
H -1.8467 -3.4549 -0.9656 -0.1 0.1 0.0
H -3.1977 -3.0441 -2.0658 0.0 0.0 0.2
H -2.6682 -1.8944 -0.7988 0.1 -0.1 -0.2
C -0.9612 1.6232 2.9862 0.9 -0.7 -0.6
C -0.4801 2.9558 3.5629 0.5 0.4 0.0
C -1.2269 0.5918 4.0665 0.0 0.0 0.2
C -2.1660 1.7679 2.0767 -0.1 0.2 -0.1
H -1.9349 2.4605 1.2580 -0.1 -0.1 0.1
H -2.9977 2.1711 2.6649 -0.1 0.0 -0.2
H -2.4494 0.7922 1.6656 0.1 0.2 0.1
H -0.3370 0.4867 4.6995 -0.2 -0.1 -0.1
H -1.4671 -0.3706 3.6042 0.1 0.2 0.2
H -2.0716 0.9337 4.6750 0.0 -0.1 0.1
O 0.9080 3.1090 3.0983 -0.4 0.5 0.8
H -0.4582 2.9750 4.6620 0.0 0.0 -0.3
H -1.0449 3.8208 3.1865 0.2 -0.2 0.1
O 0.7037 -2.7579 -3.4880 -0.5 -0.3 -0.5
H -1.1019 -2.9980 -4.5129 0.1 0.0 0.2
H -0.8571 -4.0994 -3.1096 0.1 0.3 -0.1
C 2.2694 -1.3436 -2.1610 0.0 -1.5 0.0
C 2.4872 1.9367 1.6132 0.1 0.2 1.7
C 2.2547 1.6639 0.1649 0.7 3.1 -1.1
H 3.0091 1.0568 2.0762 -0.3 0.2 -0.4
H 3.1023 2.8298 1.8500 -0.3 -0.4 -0.4
C 2.2960 0.4328 -0.3547 1.4 -3.1 1.6
C 2.1641 0.0743 -1.6693 0.5 1.4 -2.1
H 2.3969 -1.7849 1.5013 1.9 3.0 0.1
C 2.0412 1.1132 -2.5815 0.1 0.2 -0.7
C 1.9950 2.4311 -2.0892 -0.2 1.4 -2.1
C 2.0060 0.8547 -4.0711 -0.2 0.6 -0.7
C 2.1108 2.7188 -0.7430 0.1 1.0 0.8
H 1.8800 3.3058 -2.8563 0.2 -1.7 1.5
C 2.1418 4.1489 -0.2465 -0.3 0.9 -0.6
H 2.1116 4.8636 -1.1207 0.0 -0.7 0.9
H 3.0552 4.3675 0.3433 -0.4 -0.1 -0.3
H 1.2716 4.3839 0.4093 0.5 -0.2 -0.4
H 2.8067 0.1577 -4.3934 -0.4 0.4 0.2
H 2.1297 1.8180 -4.6389 -0.1 -0.9 0.5
H 1.0353 0.4057 -4.3948 0.6 0.2 0.2
H 2.9159 -1.4826 -3.0506 -0.2 0.2 0.5
H 2.7051 -2.0020 -1.3609 -0.1 0.5 -0.4
O -2.5561 -3.3946 2.3071 0.4 1.0 -0.4
C -1.9664 -2.4049 1.9248 -2.0 -3.7 1.4
N -1.3973 -1.4610 1.5613 0.7 2.3 -0.8
```
Forces are in eV/Å.

Here are the Mulliken charges for atoms 1 to 5, given in e: -2.113 -0.520 0.175 0.153 0.888

(6)
This record from the Open Molecules 2025 dataset describes C15H18N2O4 in the gas phase. The level of theory is ωB97M-V with the def2-TZVPD basis set.

The energy relative to the best compared isomer or geometry (same formula, charge and spin) comes out at 135.53 kJ/mol. As for the SMILES: CCOC(=O)c1[nH]c(C)c(C(=O)NCc2ccco2)c1C. The total charge is 0. The value obtained for the gap between HOMO and LUMO is 0.3351 hartree.

```
39
Properties=species:S:1:pos:R:3:forces:R:3
C 2.5620 -2.5201 4.4689 -0.3 -0.1 -0.4
C 1.9511 -3.3597 3.3630 0.3 -0.4 0.3
H 1.2759 -4.1231 3.7662 0.1 0.1 -0.1
H 2.7236 -3.8689 2.7754 -0.1 0.0 0.1
O 1.2108 -2.4964 2.5005 -0.1 0.3 -0.1
C 0.5696 -3.0950 1.4849 0.0 -0.4 0.0
O 0.6076 -4.2933 1.2868 0.0 0.2 0.0
C -0.1757 -2.1848 0.6354 0.0 0.5 0.0
C -0.4028 -0.8154 0.6385 0.1 -0.5 0.1
C -1.2390 -0.5471 -0.4745 -0.1 -0.5 -0.1
C -1.5051 -1.7611 -1.1051 0.0 0.3 0.0
N -0.8477 -2.7217 -0.4359 0.0 -0.1 0.0
H -0.8326 -3.7092 -0.6416 0.0 0.1 0.0
C -2.3159 -2.0439 -2.3140 0.0 0.0 -0.1
H -2.9062 -1.1663 -2.5604 0.0 -0.1 0.0
H -2.9824 -2.8863 -2.1360 -0.1 -0.1 0.0
H -1.6725 -2.2906 -3.1592 0.0 0.0 -0.1
C -1.7963 0.7415 -0.9289 0.2 -0.1 0.2
O -2.8710 0.8429 -1.4933 -0.3 0.0 -0.2
N -1.0176 1.8227 -0.6627 0.2 0.2 0.1
H -0.0856 1.6866 -0.3088 0.0 -0.1 0.0
C -1.3726 3.1501 -1.1219 -0.1 -0.1 -0.3
C -0.3396 3.7077 -2.0426 0.2 0.6 0.7
C 0.5942 4.6870 -1.8623 -0.5 -0.4 0.0
C 1.3256 4.7659 -3.0726 -0.1 -0.3 -0.5
C 0.7863 3.8248 -3.8925 0.7 0.6 0.0
O -0.2182 3.1806 -3.2794 -0.4 -0.4 0.0
H 1.0192 3.5292 -4.8961 -0.1 -0.1 -0.1
H 2.1358 5.4295 -3.2946 0.2 0.1 -0.1
H 0.7371 5.2826 -0.9839 0.0 0.1 0.2
H -2.3317 3.0389 -1.6383 0.1 0.1 0.2
H -1.4917 3.8252 -0.2678 0.0 0.0 -0.2
C 0.0929 0.1486 1.6609 0.0 0.0 0.1
H 1.0467 0.5840 1.3578 0.1 0.1 0.0
H -0.6275 0.9494 1.8140 0.0 0.1 0.0
H 0.2584 -0.3696 2.6011 0.0 0.1 0.0
H 3.2145 -1.7614 4.0451 0.1 0.1 0.0
H 1.7806 -2.0267 5.0408 0.0 0.1 0.1
H 3.1398 -3.1562 5.1329 0.1 0.0 0.1
```
Forces are in eV/Å.

Here are the Mulliken charges for atoms 1 to 5, given in e: -1.234 -0.234 0.332 0.307 -0.231